Record 1
Here is a cluster of 2 separate species, C4H5N4O3 in total in a non-equilibrium geometry from the OMol25 dataset. Energies are from ωB97M-V/def2-TZVPD.

The LUMO energy (spin up / spin down) comes out at -5.5 / -6.5 eV. The total energy is -599.75743 hartree. For the strongest force on any atom, the calculation gives 2.80 eV/Å. For the frontier orbital gap (spin up / spin down), the calculation gives 7.7361 / 6.6970 eV. The HOMO energy (spin up / spin down) is -13.20 / -13.17 eV. Its total charge is +1.

Geometry as XYZ:
```
16
Properties=species:S:1:pos:R:3:nbo_charge:R:1
C -1.460 0.401 0.133 -0.214
C -0.622 1.527 0.070 -0.269
C -0.676 -0.750 0.037 0.519
C 0.684 1.088 -0.056 0.613
N 1.701 -1.066 -0.229 -0.326
N 5.015 0.017 0.086 0.514
N 4.179 0.748 0.098 -0.190
N 0.638 -0.379 -0.083 -0.212
O -0.964 -2.044 0.045 -0.599
O 1.763 1.747 -0.155 -0.560
O 5.862 -0.740 0.088 -0.243
H -2.528 0.430 0.231 0.265
H -0.919 2.556 0.119 0.276
H -1.911 -2.218 0.134 0.531
H 2.646 1.249 -0.134 0.530
H 1.519 -2.069 -0.267 0.365
```

Record 2
Here is a structure of composition C2H9O in a non-equilibrium geometry from the OMol25 dataset. Energies are from ωB97M-V/def2-TZVPD.

The LUMO energy comes out at -6.1 eV. The total energy is -156.44785 hartree. For the strongest force on any atom, the calculation gives 5.04 eV/Å. For the frontier orbital gap, the calculation gives 9.3268 eV. The HOMO energy is -15.40 eV. Its total charge is +1.

Geometry as XYZ:
```
12
Properties=species:S:1:pos:R:3:nbo_charge:R:1
O -1.551 1.675 0.890 -0.860
H -0.961 1.463 1.668 0.596
H -1.428 1.080 -0.200 0.659
H -1.741 2.634 0.737 0.577
C 1.241 -1.652 -0.801 -0.611
C 0.580 -0.403 -0.246 -0.647
H 1.359 -1.581 -1.806 0.220
H 2.285 -1.976 -0.312 0.233
H 0.643 -2.512 -0.515 0.224
H -0.502 -0.597 -0.051 0.171
H 0.598 0.464 -0.997 0.201
H 1.231 -0.047 0.637 0.238
```

Record 3
Here is the molecule H4O2Si in a non-equilibrium geometry from the OMol25 dataset. Energies are from ωB97M-V/def2-TZVPD.

The LUMO energy comes out at 0.7 eV. The total energy is -442.42204 hartree. For the strongest force on any atom, the calculation gives 4.61 eV/Å. For the frontier orbital gap, the calculation gives 11.5279 eV. The HOMO energy is -10.87 eV.

Geometry as XYZ:
```
7
Properties=species:S:1:pos:R:3:nbo_charge:R:1
O 0.465 -1.278 -1.109 -1.067
Si -0.026 0.133 -0.200 1.686
O 0.931 1.061 0.785 -1.066
H -0.280 -1.671 -1.483 0.486
H -1.077 -0.345 0.721 -0.264
H -0.647 1.174 -1.042 -0.270
H 0.774 1.951 0.431 0.496
```

Record 4
Here is the molecule C3H5Cl in a non-equilibrium geometry from the OMol25 dataset. Energies are from ωB97M-V/def2-TZVPD.

The LUMO energy comes out at 1.2 eV. The total energy is -577.45577 hartree. For the strongest force on any atom, the calculation gives 4.03 eV/Å. For the frontier orbital gap, the calculation gives 10.5471 eV. The HOMO energy is -9.40 eV.

Geometry as XYZ:
```
9
Properties=species:S:1:pos:R:3:nbo_charge:R:1
C -0.678 -0.810 -0.630 -0.632
C 0.162 -0.204 0.477 -0.186
C 0.614 1.072 0.452 -0.227
Cl 1.715 1.777 1.636 -0.020
H -1.492 -1.468 -0.410 0.225
H -0.908 0.156 -1.241 0.206
H -0.077 -1.426 -1.212 0.218
H 0.548 -0.932 1.156 0.203
H 0.116 1.833 -0.228 0.212
```